Entry 1
An isolated ion of composition C4H6NOS and charge +1. Source: OMol25; level of theory: ωB97M-V with the def2-TZVPD basis set.

The geometry in XYZ format:
```
13
Properties=species:S:1:pos:R:3:lowdin_charge:R:1
C 1.05730 -0.29402 0.03401 -0.2207
C 0.62286 2.27698 -0.00296 0.1318
C 0.04298 -1.34239 0.31395 -0.1448
C -1.28113 -1.02662 -0.41385 -0.3729
N 0.02376 1.14535 0.04622 -0.3361
O 2.18894 -0.08067 -0.05621 0.2574
S -1.59289 0.62467 0.19011 1.0486
H 0.07715 3.11654 0.27816 0.1030
H 1.59445 2.16622 -0.30787 0.0863
H 0.56017 -2.20807 0.09256 0.1221
H -0.02362 -1.47157 1.34294 0.1277
H -1.29074 -1.10605 -1.46050 0.0775
H -1.97922 -1.80038 -0.05655 0.1202
```

frontier orbital gap: 9.213 eV
E_HOMO: -14.3 eV
charge: +1
multiplicity: 1
SMILES string: C=[N+]1SCCC1=O


Entry 2
C4H6NOS as an isolated structure. Source: OMol25; level of theory: ωB97M-V with the def2-TZVPD basis set.

The geometry in XYZ format:
```
13
Properties=species:S:1:pos:R:3:lowdin_charge:R:1
C 0.15141 0.62225 -0.87332 -0.3884
C -0.54901 0.36684 1.46386 -0.0460
C -0.25080 0.00728 -2.16658 -0.1800
C 0.25501 -0.71605 2.04433 0.0118
N -0.41164 0.74620 0.27047 0.1468
O 0.80142 0.59629 -2.91981 -0.4583
S 1.52818 1.39142 -1.73594 1.1591
H -1.38021 0.81262 1.97596 0.1477
H -0.19183 -1.20457 -2.11168 0.2147
H -1.11317 0.42821 -2.52000 0.1135
H -0.41834 -1.39227 2.51619 0.1006
H 0.80639 -1.22811 1.21597 0.1245
H 0.77259 -0.43010 2.84055 0.0540
```

frontier orbital gap: 8.823 eV
E_HOMO: -13.8 eV
charge: +1
multiplicity: 1


Ordering by calculated energy gives the sequence entry 1, entry 2, with the first entry being the most stable.


Entry 1
C6H15N3 as an isolated structure. Source: OMol25; level of theory: ωB97M-V with the def2-TZVPD basis set.

The geometry in XYZ format:
```
24
Properties=species:S:1:pos:R:3:lowdin_charge:R:1
C 0.35999 -0.97146 -0.51196 -0.3752
C -1.11808 1.03467 0.87792 -0.0629
C 1.64643 0.57779 1.24249 -0.0702
C -1.63973 0.06694 1.89969 -0.1258
N 0.60992 0.56338 0.21816 -0.2629
C -0.96983 -0.85228 -1.06636 -0.2253
N 0.84912 1.60971 -0.72622 0.0581
N 1.40210 -1.33467 -1.41261 0.0696
C -1.52558 -1.30748 -2.17155 -0.1090
H 0.37747 -1.63149 0.35935 0.1292
H 0.27021 1.42222 -1.54709 0.0840
H 1.80424 1.60105 -1.08816 0.0829
H 2.33574 -1.26377 -1.02583 0.0617
H 1.31367 -0.88484 -2.31496 0.0745
H -1.83305 1.29403 0.11104 0.0791
H -0.69784 1.93374 1.32762 0.0803
H 2.64108 0.39955 0.81234 0.0880
H 1.44485 -0.20434 1.97581 0.0847
H 1.67282 1.55154 1.73332 0.0896
H -2.55977 -1.06385 -2.40364 0.0147
H -1.03259 -2.02668 -2.83174 0.0236
H -2.28632 0.60364 2.60692 0.0800
H -2.22059 -0.73084 1.43925 0.0669
H -0.84426 -0.38656 2.49620 0.0642
```

frontier orbital gap: 6.381 eV
E_HOMO: -5.8 eV
charge: 0
multiplicity: 1


Entry 2
The molecule C6H15N3. Source: OMol25; level of theory: ωB97M-V with the def2-TZVPD basis set.

The geometry in XYZ format:
```
24
Properties=species:S:1:pos:R:3:lowdin_charge:R:1
C 1.25323 -1.03485 0.68781 -0.0460
C -0.96622 -2.00597 0.39270 -0.0607
N -0.14240 -0.79089 0.29871 -0.2163
C -0.92355 0.50513 1.26925 -0.2776
N -2.13154 0.22999 1.59162 0.0230
H -2.46309 0.84295 2.33220 0.0340
H -0.19264 0.99525 1.92509 0.1145
H 1.78879 -0.09993 0.82887 0.0768
H 1.76720 -1.61282 -0.08091 0.0915
H 1.31298 -1.59768 1.62168 0.0973
H -0.89202 -2.39452 1.40931 0.0925
H -2.00799 -1.77396 0.18695 0.0793
H -0.58486 -2.75495 -0.30405 0.0932
C 0.54614 2.31507 -0.17405 -0.1608
C 0.65769 0.03217 -2.03743 -0.0478
C -0.38986 0.15216 -0.94484 -0.3694
N -0.56064 1.38554 -0.27480 -0.1042
H -1.35115 -0.21679 -1.31685 0.1363
H 0.83974 2.70563 -1.15635 0.0749
H 1.46177 1.91023 0.29649 0.0556
H 0.24987 3.16205 0.44985 0.0754
H 1.65047 0.34709 -1.71413 0.0707
H 0.71221 -0.98843 -2.42570 0.0800
H 0.36589 0.68753 -2.86141 0.0876
```

frontier orbital gap: 8.117 eV
E_HOMO: -7.4 eV
charge: 0
multiplicity: 1


Entry 3
The molecule C6H15N3. Source: OMol25; level of theory: ωB97M-V with the def2-TZVPD basis set.

The geometry in XYZ format:
```
24
Properties=species:S:1:pos:R:3:lowdin_charge:R:1
C 1.20228 -0.83827 -0.78728 -0.2362
C -0.27829 2.19389 -0.19206 -0.1103
C -1.62625 0.35206 -0.97681 -0.1023
C 1.63915 -1.87872 -1.76053 -0.0738
C -1.11856 -0.67280 1.95546 -0.0260
N -0.83356 0.89611 0.09739 -0.2130
C -0.11694 -0.05583 0.97504 -0.6273
N 0.89023 0.65673 1.73176 0.0922
N 0.41665 -1.13881 0.15731 0.1097
H 1.73179 0.12429 -0.90005 0.1196
H 1.72698 0.81738 1.18250 0.0722
H 1.14619 0.12451 2.55415 0.0825
H 0.40448 2.18778 -1.05621 0.0733
H -1.10484 2.86441 -0.43382 0.0821
H -1.97085 -0.64846 -0.72917 0.0786
H -2.48953 1.00191 -1.13131 0.0838
H -1.06258 0.29676 -1.92127 0.0788
H 0.23339 2.58860 0.68063 0.0709
H 2.71117 -2.04755 -1.65877 0.0730
H 1.11368 -2.81125 -1.57587 0.0748
H 1.44670 -1.54381 -2.77939 0.0728
H -0.62956 -1.46552 2.51640 0.0750
H -1.95777 -1.10204 1.41965 0.0681
H -1.47394 0.09863 2.63225 0.0817
```

frontier orbital gap: 8.946 eV
E_HOMO: -7.9 eV
charge: 0
multiplicity: 1
SMILES string: C/C=N/[C@@](C)(N)N(C)C


Ordering by calculated energy gives the sequence entry 3, entry 2, entry 1, with the first entry being the most stable.


Entry 1
C6H15N3 as an isolated structure. Source: OMol25; level of theory: ωB97M-V with the def2-TZVPD basis set.

The geometry in XYZ format:
```
24
Properties=species:S:1:pos:R:3:lowdin_charge:R:1
C 2.63750 -0.68189 0.35537 -0.1545
C 1.56259 1.42909 0.20144 -0.1421
N 1.34164 -0.01613 0.27867 -0.2630
H 0.27848 -0.10491 1.41380 0.1993
H 3.21893 -0.34917 1.22223 0.0722
H 3.26923 -0.42289 -0.50736 0.0757
H 2.55070 -1.76817 0.37186 0.0704
H 0.59712 1.91604 0.32054 0.0534
H 2.05646 1.75779 -0.72284 0.0844
H 2.16248 1.77847 1.04876 0.0780
C -1.44020 0.92938 -1.44763 -0.1029
C -1.73906 -0.40066 0.64676 -0.4873
C -1.18421 -0.38144 -0.72461 -0.3997
N -2.90330 -1.05352 0.58400 0.1049
C 0.14418 -0.94932 -0.87204 -0.0180
N -1.01541 -0.11282 1.71042 0.1110
H -2.72642 -1.30953 -0.53127 0.1759
H -3.58084 -1.00790 1.34226 0.0949
H -1.45761 -0.17355 2.61804 0.0789
H -2.50026 1.18655 -1.45798 0.0672
H -1.10751 0.83739 -2.48208 0.0697
H -0.89640 1.77126 -1.00343 0.0466
H 0.18479 -1.96354 -0.47788 0.0903
H 0.54712 -0.91052 -1.88701 0.0948
```

frontier orbital gap: 7.554 eV
E_HOMO: -6.6 eV
charge: 0
multiplicity: 1


Entry 2
The molecule C6H15N3. Source: OMol25; level of theory: ωB97M-V with the def2-TZVPD basis set.

The geometry in XYZ format:
```
24
Properties=species:S:1:pos:R:3:lowdin_charge:R:1
C 1.41874 0.27304 1.13530 -0.2750
C 1.60164 -0.47271 -0.19962 -0.1952
C 0.29488 -0.87349 -0.97765 -0.0726
C 2.20305 1.58013 1.24855 -0.1193
H 1.70143 -0.37947 1.96222 0.1020
H 2.20794 0.14513 -0.86545 0.0948
H 2.16593 -1.38865 -0.01743 0.0947
H 0.32672 -1.94910 -1.15442 0.0780
H 0.30660 -0.37617 -1.94668 0.0684
H 2.02438 2.21220 0.38082 0.0641
H 3.27417 1.39835 1.32559 0.0672
H 1.88318 2.12366 2.13470 0.0659
C -1.47687 -0.69059 -0.49745 -0.5454
N -1.76927 -1.14663 0.81927 0.0850
N -2.36295 -1.33741 -1.42593 0.0773
N -1.28257 1.49958 0.36809 0.0965
C -1.42872 0.77669 -0.65134 -0.2232
H -2.59843 -1.72025 0.86268 0.0751
H -2.17554 -1.08527 -2.38899 0.0776
H -1.81454 -0.36871 1.46426 0.0622
H -2.32751 -2.34557 -1.33090 0.0817
H -1.11477 2.48539 0.18693 0.0665
H 0.36375 0.50651 1.25735 0.0476
H -1.42131 1.13335 -1.68982 0.1260
```

frontier orbital gap: 9.420 eV
E_HOMO: -8.5 eV
charge: 0
multiplicity: 1
SMILES string: [H]/N=C/C(N)(N)CCCC


Ordering by calculated energy gives the sequence entry 2, entry 1, with the first entry being the most stable.